# 1
The following is a DFT calculation (ωB97M-V/def2-TZVPD) of an isolated molecule of C5H10O.

## Properties
LUMO level: 1.131 eV
HOMO energy: -8.23 eV
frontier orbital gap: 9.4 eV

Positions of all 16 atoms, in Å:
1 C -0.1624 2.2258 -1.2034
2 C -1.1643 1.0996 -0.9074
3 C -0.3771 -0.1433 -0.5731
4 C 1.3897 -1.7163 0.8608
5 C -0.0678 -1.6155 1.2555
6 O -0.7826 -0.5287 0.6084
7 H 0.5058 1.9344 -2.0200
8 H 0.4583 2.4421 -0.3247
9 H -0.6867 3.1464 -1.4798
10 H -1.7493 0.8846 -1.8114
11 H -1.8495 1.3777 -0.0942
12 H 1.8224 -0.7136 0.7882
13 H 1.9259 -2.2835 1.6279
14 H 1.5218 -2.1929 -0.1111
15 H -0.1681 -1.3712 2.3154
16 H -0.6161 -2.5456 1.0688



# 2
The following is a DFT calculation (ωB97M-V/def2-TZVPD) of a structure of composition C12H35FInNO12P3S in a non-equilibrium geometry.

## Properties
charge: -1
LUMO level: 2.043 eV
HOMO energy: -5.45 eV
frontier orbital gap: 7.5 eV

Positions of all 66 atoms, in Å:
1 C -3.4448 2.4954 -0.5567
2 C -2.2529 1.6271 -0.9208
3 N -1.1154 1.8011 -0.3622
4 C -2.5102 0.5694 -1.9048
5 In -3.4737 -1.1208 -0.7697
6 F -2.5784 -2.8442 -1.3531
7 S -3.0697 -0.7435 1.6451
8 H -4.0850 2.6530 -1.4221
9 H -3.0820 3.4421 -0.1610
10 H -4.0241 1.9927 0.2186
11 H -1.1924 2.5838 0.2854
12 H -3.2094 0.9524 -2.6471
13 H -1.5989 0.2448 -2.4005
14 H -5.2034 -1.0861 -1.0509
15 H -1.9052 -0.1028 1.7863
16 C -1.8718 6.3604 -0.9566
17 O -0.4700 6.2387 -1.2237
18 P -0.0210 6.6230 -2.7226
19 O -0.7416 7.8503 -3.0992
20 O -0.6070 5.3094 -3.4365
21 C -0.3139 4.0126 -2.8718
22 O 1.3274 6.6028 -3.6262
23 C 2.3675 7.5413 -3.2919
24 H -2.0729 5.7484 -0.0801
25 H -2.1220 7.3964 -0.7396
26 H -2.4659 5.9999 -1.7945
27 H -1.1979 3.6268 -2.3726
28 H 0.5051 4.0545 -2.1553
29 H -0.0441 3.3411 -3.6832
30 H 2.6634 7.4485 -2.2473
31 H 2.0300 8.5590 -3.4887
32 H 3.2250 7.3178 -3.9211
33 C -0.5367 -4.7890 -1.6389
34 O 0.6209 -5.0958 -2.4688
35 P 0.5906 -6.4841 -3.2457
36 O -0.7450 -6.6911 -3.8184
37 O 0.8613 -7.4302 -1.9526
38 C 1.9027 -7.0816 -1.0426
39 O 1.6172 -7.3536 -4.1601
40 C 1.9058 -6.8522 -5.4786
41 H -0.2209 -4.0334 -0.9267
42 H -1.3373 -4.3844 -2.2425
43 H -0.8763 -5.6748 -1.1046
44 H 1.4625 -6.6757 -0.1308
45 H 2.5885 -6.3439 -1.4602
46 H 2.4601 -7.9849 -0.7974
47 H 2.2695 -5.8254 -5.4411
48 H 1.0120 -6.9012 -6.1006
49 H 2.6793 -7.4838 -5.9083
50 C 1.6405 1.5543 7.0075
51 O 2.0659 0.6627 5.9749
52 P 1.0072 -0.5055 5.6052
53 O -0.3263 0.1017 5.5733
54 O 1.2564 -1.3824 6.9524
55 C 2.5931 -1.6707 7.3572
56 O 0.9626 -1.8201 4.6802
57 C 0.9150 -1.6391 3.2392
58 H 2.5392 2.0307 7.3968
59 H 0.9794 2.3134 6.5958
60 H 1.1360 1.0188 7.8103
61 H 2.8523 -1.0503 8.2171
62 H 3.3160 -1.4885 6.5614
63 H 2.6443 -2.7189 7.6475
64 H 1.7430 -1.0129 2.9093
65 H -0.0278 -1.1863 2.9372
66 H 1.0043 -2.6170 2.7769



# 3
The following is a DFT calculation (ωB97M-V/def2-TZVPD) of a structure of composition C37H61BN6O3PS5Sc in a non-equilibrium geometry.

## Properties
2S+1: 2
charge: -1
LUMO level (spin up / spin down): 2.360 / 2.354 eV
HOMO energy (spin up / spin down): -2.08 / -4.78 eV
frontier orbital gap (spin up / spin down): 4.4 / 7.1 eV
expectation value of S²: 0.751

Positions of all 115 atoms, in Å:
1 Sc -0.2954 0.1708 0.1701
2 C 0.0963 -3.7255 2.9204
3 C 1.3427 -3.2324 3.6530
4 C 1.0184 -2.7788 5.0764
5 C 2.3307 -4.3969 3.7019
6 N 2.0002 -2.0912 2.9442
7 C 3.3419 -2.0607 2.6124
8 C 3.6106 -0.8359 2.1318
9 N 2.4492 -0.0914 2.1569
10 B 2.5728 1.4159 1.7114
11 N 3.3375 1.4741 0.3779
12 C 4.3531 2.3767 0.1575
13 C 4.7726 2.2363 -1.1119
14 N 4.0098 1.2284 -1.6878
15 C 3.1195 0.7781 -0.7605
16 S 1.9681 -0.4635 -0.9585
17 C 4.0723 0.8225 -3.1174
18 C 4.3328 -0.6826 -3.2272
19 C 5.2306 1.5584 -3.7897
20 C 2.7669 1.2239 -3.8037
21 N 1.2308 2.2202 1.6932
22 C 0.7028 2.5670 2.9299
23 C -0.1844 3.5527 2.7596
24 N -0.2211 3.8548 1.4035
25 C 0.6772 3.0546 0.7506
26 S 1.0386 3.1075 -0.9016
27 C -1.0111 4.9747 0.8199
28 C -0.0525 6.0930 0.4086
29 C -1.9592 5.5148 1.8920
30 C -1.8545 4.4935 -0.3661
31 C 1.4629 -0.8702 2.6601
32 S -0.1796 -0.4193 2.8561
33 H -0.2957 -4.5887 3.4645
34 H 0.3585 -4.0376 1.9111
35 H -0.6764 -2.9683 2.8541
36 H 0.5947 -3.6147 5.6361
37 H 0.2945 -1.9657 5.0649
38 H 1.9243 -2.4419 5.5864
39 H 1.8282 -5.2394 4.1762
40 H 3.2213 -4.1647 4.2897
41 H 2.6199 -4.7024 2.6949
42 H 3.9837 -2.9143 2.7015
43 H 4.5274 -0.4359 1.7377
44 H 3.2859 1.9570 2.5290
45 H 4.6816 3.0482 0.9297
46 H 5.5459 2.7579 -1.6396
47 H 5.1696 -0.9704 -2.5877
48 H 4.5888 -0.9242 -4.2607
49 H 3.4671 -1.2668 -2.9275
50 H 6.1878 1.3181 -3.3230
51 H 5.0865 2.6395 -3.7811
52 H 5.2740 1.2382 -4.8302
53 H 1.9150 0.7632 -3.3086
54 H 2.7906 0.8984 -4.8461
55 H 2.6411 2.3079 -3.7743
56 H 0.9871 2.0461 3.8242
57 H -0.8212 4.0245 3.4811
58 H 0.4818 6.4772 1.2808
59 H -0.6225 6.9106 -0.0377
60 H 0.6680 5.7282 -0.3209
61 H -1.4215 5.9274 2.7471
62 H -2.6564 4.7497 2.2367
63 H -2.5385 6.3228 1.4463
64 H -1.2611 4.4440 -1.2739
65 H -2.6822 5.1896 -0.5191
66 H -2.2553 3.4968 -0.1761
67 C -0.2086 -7.0941 0.5372
68 C -0.6282 -6.3907 -0.7358
69 O -1.1023 -5.0772 -0.4226
70 P -0.2582 -3.7905 -0.8990
71 S -1.2863 -2.2658 -0.1108
72 S 1.6675 -3.9958 -0.5822
73 O -0.5615 -3.8877 -2.4899
74 C 0.0633 -2.9346 -3.3550
75 C -0.9420 -2.5100 -4.4017
76 H 0.0219 -8.1429 0.3361
77 H -1.0128 -7.0472 1.2730
78 H 0.6748 -6.6094 0.9535
79 H -1.4536 -6.9118 -1.2256
80 H 0.2079 -6.3313 -1.4349
81 H 0.9430 -3.4047 -3.8027
82 H 0.4132 -2.0719 -2.7822
83 H -1.2772 -3.3692 -4.9851
84 H -0.4970 -1.7778 -5.0793
85 H -1.8113 -2.0597 -3.9208
86 C -3.7548 2.0134 2.3712
87 C -3.8097 0.5369 1.9716
88 C -4.7189 -0.2428 2.9146
89 C -4.1673 0.3865 0.5076
90 C -5.4083 -0.0612 0.0861
91 C -5.6921 -0.2248 -1.2639
92 C -4.7039 0.0494 -2.1914
93 C -3.4424 0.5061 -1.8183
94 C -2.4514 0.7958 -2.9354
95 C -0.9857 0.4984 -2.6204
96 C -2.5906 2.2436 -3.4166
97 C -3.1736 0.6998 -0.4505
98 O -1.9994 1.1628 -0.0220
99 H -3.4553 2.1236 3.4179
100 H -4.7354 2.4814 2.2410
101 H -3.0319 2.5374 1.7469
102 H -2.7977 0.1371 2.0838
103 H -5.7285 0.1773 2.9426
104 H -4.3188 -0.2035 3.9301
105 H -4.7923 -1.2902 2.6180
106 H -6.1654 -0.3094 0.8202
107 H -6.6615 -0.5872 -1.5831
108 H -4.9033 -0.1041 -3.2483
109 H -2.7477 0.1406 -3.7624
110 H -0.5734 1.3045 -2.0085
111 H -0.3848 0.4652 -3.5327
112 H -0.8677 -0.4725 -2.1240
113 H -2.3255 2.9291 -2.6098
114 H -3.6155 2.4589 -3.7247
115 H -1.9230 2.4406 -4.2605



# 4
The following is a DFT calculation (ωB97M-V/def2-TZVPD) of a structure of composition C36H43As3BrF9N2O4RbS2Sb.

## Properties
LUMO level: 0.097 eV
HOMO energy: -8.44 eV
frontier orbital gap: 8.5 eV

Positions of all 102 atoms, in Å:
1 Rb 0.2483 -0.3271 0.7476
2 F 1.6019 0.1764 6.4265
3 C 2.2450 -0.0809 5.2888
4 F 2.1913 -1.3932 5.0759
5 F 3.5158 0.2864 5.4280
6 S 1.4218 0.8777 3.9066
7 O 0.5145 -0.0917 3.3159
8 O 0.8521 2.0234 4.5395
9 N 2.5643 1.3300 2.9233
10 S 3.3204 0.3064 1.9798
11 O 2.8083 0.3212 0.6299
12 O 3.5758 -0.9768 2.5669
13 C 4.9426 1.1786 1.8560
14 F 5.7528 0.4923 1.0438
15 F 4.7890 2.4009 1.3465
16 F 5.5313 1.2797 3.0429
17 C -0.6232 -0.4509 -3.8116
18 As 0.2057 0.6578 -2.4212
19 C 1.9726 0.7681 -3.2666
20 C -0.6398 2.3329 -3.0611
21 C -0.3044 3.7245 -2.4807
22 C 1.1675 4.0371 -2.6981
23 C -0.6825 3.8458 -0.9959
24 As 0.4594 3.0185 0.3941
25 C 1.9109 4.3256 0.5470
26 C -0.5602 3.7162 1.9158
27 C -1.1948 4.7098 -3.2684
28 As -1.0545 6.6930 -3.3010
29 C -0.2990 7.2217 -1.5650
30 C 0.5936 6.9297 -4.3439
31 H -0.4806 -0.0144 -4.8013
32 H -1.6897 -0.5584 -3.6122
33 H -0.1692 -1.4438 -3.7861
34 H 1.9353 1.3096 -4.2134
35 H 2.3140 -0.2504 -3.4526
36 H 2.6868 1.2433 -2.5980
37 H -1.7135 2.1479 -2.9332
38 H -0.4483 2.3522 -4.1409
39 H 1.7909 3.2905 -2.2031
40 H 1.4222 5.0149 -2.2842
41 H 1.4110 4.0365 -3.7615
42 H -1.6674 3.3862 -0.8505
43 H -0.7746 4.9065 -0.7298
44 H 1.5318 5.3491 0.5023
45 H 2.6672 4.1782 -0.2208
46 H 2.3748 4.1563 1.5181
47 H -0.8941 4.7426 1.7435
48 H 0.0854 3.6881 2.7911
49 H -1.4185 3.0837 2.1278
50 H -2.2360 4.5172 -2.9854
51 H -1.1334 4.4808 -4.3387
52 H -1.0375 7.1034 -0.7740
53 H -0.0596 8.2824 -1.6451
54 H 0.6082 6.6777 -1.3030
55 H 0.4995 6.4028 -5.2921
56 H 1.4815 6.5769 -3.8241
57 H 0.7102 7.9910 -4.5594
58 Br -2.7923 -1.3991 -0.1833
59 C -3.7598 0.0973 0.4993
60 C -4.9847 -0.1350 1.1069
61 C -5.6718 0.9738 1.5681
62 C -5.1160 2.2328 1.3991
63 C -3.8811 2.3334 0.7858
64 N -3.1957 1.2768 0.3415
65 H -5.3705 -1.1369 1.2098
66 H -6.6303 0.8549 2.0507
67 H -5.6258 3.1210 1.7404
68 H -3.4143 3.2979 0.6388
69 F 2.5200 -9.7809 2.0730
70 C 2.1937 -8.4933 1.8479
71 C 2.5420 -7.5435 2.7884
72 C 2.2042 -6.2244 2.5418
73 C 1.5245 -5.8623 1.3823
74 C 1.1955 -6.8447 0.4563
75 C 1.5275 -8.1713 0.6832
76 Sb 1.0116 -3.7892 1.1482
77 C -0.9240 -3.9125 2.0763
78 C -1.8134 -4.9570 1.8433
79 C -3.0634 -4.9729 2.4411
80 C -3.4013 -3.9344 3.2847
81 F -4.6210 -3.9422 3.8607
82 C -2.5364 -2.8973 3.5654
83 C -1.2935 -2.8939 2.9489
84 C 0.3700 -3.9746 -0.9020
85 C -0.9421 -4.1713 -1.3144
86 C -1.2657 -4.2490 -2.6617
87 C -0.2530 -4.1257 -3.5891
88 F -0.5592 -4.1958 -4.8991
89 C 1.0640 -3.9259 -3.2222
90 C 1.3637 -3.8470 -1.8715
91 H 3.0692 -7.8388 3.6834
92 H 2.4798 -5.4693 3.2690
93 H 0.6791 -6.5833 -0.4582
94 H 1.2804 -8.9478 -0.0258
95 H -1.5315 -5.7769 1.1947
96 H -3.7655 -5.7762 2.2686
97 H -2.8300 -2.1144 4.2488
98 H -0.6130 -2.0866 3.1772
99 H -1.7301 -4.2904 -0.5837
100 H -2.2830 -4.4014 -2.9909
101 H 1.8287 -3.8310 -3.9794
102 H 2.3919 -3.6753 -1.5768



# 5
The following is a DFT calculation (ωB97M-V/def2-TZVPD) of an isolated molecule of C5H9NO in a non-equilibrium geometry.

## Properties
LUMO level: -0.627 eV
SMILES: CC(C)/C=C/N=O
HOMO energy: -8.84 eV
frontier orbital gap: 8.2 eV

Positions of all 16 atoms, in Å:
1 C -1.2670 0.3852 -0.5461
2 C -2.6188 0.1859 -0.1719
3 C 0.3304 -1.3190 -0.3006
4 C 0.8915 1.2453 0.1632
5 C -0.0435 0.0621 0.1849
6 N -3.5204 0.7244 -1.0509
7 O -4.7482 0.7457 -0.7627
8 H -1.0351 0.9431 -1.5338
9 H -2.9082 -0.2921 0.7527
10 H -0.1521 -1.5622 -1.3186
11 H -0.1071 -2.0093 0.3636
12 H 1.3755 -1.5261 -0.4839
13 H 1.1021 1.4433 -0.9038
14 H 0.2659 2.0918 0.5947
15 H 1.7611 1.2310 0.7243
16 H -0.2335 0.0592 1.3538



# 6
The following is a DFT calculation (ωB97M-V/def2-TZVPD) of a cluster of 3 separate species, C20H44BN4O7S in total in a non-equilibrium geometry.

## Properties
charge: -1
LUMO level: 2.083 eV
HOMO energy: -5.50 eV
frontier orbital gap: 7.6 eV

Positions of all 77 atoms, in Å:
1 C 1.9185 2.5478 1.1022
2 C 0.5709 2.5702 0.1120
3 O 0.5303 1.9285 -1.0770
4 O -0.5716 3.3754 0.6502
5 C -0.3471 4.7623 0.1232
6 C -0.3658 5.7410 1.4677
7 B -0.0851 7.3267 1.1432
8 C -1.4070 8.2084 0.7294
9 C -2.8216 7.3822 0.6988
10 S -4.2944 8.3705 0.0611
11 C -5.6219 7.0296 -0.2295
12 N -6.4673 6.7510 -1.4544
13 N -7.2024 5.6270 -1.0172
14 C -6.8395 5.2098 0.3911
15 O -5.8036 6.1380 0.9265
16 H 1.6038 2.1275 2.1649
17 H 2.7252 1.8343 0.6439
18 H 2.3615 3.6249 1.2640
19 H 0.6469 4.8473 -0.5005
20 H -1.2305 4.9640 -0.6168
21 H 0.5601 5.3692 2.1236
22 H -1.3155 5.5414 2.1523
23 H 0.3531 7.8157 2.1462
24 H 0.7370 7.3882 0.2730
25 H -1.1945 8.6612 -0.3528
26 H -1.4572 9.1585 1.4493
27 H -2.6835 6.4802 -0.0334
28 H -2.9810 6.9279 1.7789
29 H -7.2014 4.3331 1.0769
30 C -2.4976 0.8831 -0.1463
31 O -3.2348 -0.0948 0.5768
32 C -4.1702 -0.8060 -0.2430
33 C -3.7433 -2.2751 -0.3857
34 N -2.5398 -2.3997 -1.2140
35 C -1.9451 -3.7408 -1.1847
36 C -1.3729 -4.2273 0.1619
37 O -0.2273 -3.4945 0.6008
38 C -0.5286 -2.3169 1.3368
39 H -1.9043 1.4595 0.5698
40 H -1.8137 0.4076 -0.8533
41 H -3.1681 1.5682 -0.6719
42 H -4.3084 -0.3312 -1.2234
43 H -5.1322 -0.7723 0.2778
44 H -4.5583 -2.8453 -0.8427
45 H -3.5693 -2.6683 0.6199
46 H -1.8399 -1.7361 -0.8872
47 H -1.1272 -3.7341 -1.9154
48 H -2.6824 -4.4670 -1.5473
49 H -1.0254 -5.2560 0.0105
50 H -2.1319 -4.2820 0.9495
51 H -1.4550 -2.4053 1.9109
52 H -0.5750 -1.4579 0.6650
53 H 0.2925 -2.1347 2.0364
54 C 6.3667 -6.7377 -0.9186
55 O 5.4674 -6.4471 0.1443
56 C 5.8212 -5.2601 0.8644
57 C 4.7693 -4.1642 0.6335
58 N 4.8301 -3.6514 -0.7389
59 C 3.6987 -2.7859 -1.0913
60 C 2.3011 -3.4358 -1.1292
61 O 2.1416 -4.4016 -2.1703
62 C 2.5663 -5.7132 -1.8262
63 H 6.1002 -7.7153 -1.3314
64 H 6.2783 -5.9944 -1.7144
65 H 7.3974 -6.7833 -0.5570
66 H 6.8302 -4.9071 0.6136
67 H 5.8196 -5.5256 1.9262
68 H 4.9436 -3.3425 1.3353
69 H 3.7879 -4.5972 0.8469
70 H 4.8421 -4.4361 -1.3879
71 H 3.9120 -2.3872 -2.0904
72 H 3.6794 -1.9273 -0.4095
73 H 1.5821 -2.6389 -1.3528
74 H 1.9987 -3.8467 -0.1601
75 H 2.4347 -5.9325 -0.7631
76 H 3.6071 -5.8585 -2.1212
77 H 1.9663 -6.4256 -2.4003